Record 1
Here is a cluster of 11 separate species, C68H155N9O11 in total in a non-equilibrium geometry from the Open Molecules 2025 dataset. Energies are from wB97M-V/def2-TZVPD.

The geometry in XYZ format:
```
243
Properties=species:S:1:pos:R:3:lowdin_charge:R:1
C 13.9863 19.0938 18.0009 -0.027
C 14.0596 20.5346 18.4978 -0.519
C 14.6797 20.5169 19.8975 -0.017
C 14.9033 21.4601 17.6718 -0.128
C 14.7707 22.9260 18.1071 -0.145
C 13.3073 23.2831 18.0565 -0.164
C 12.4135 22.4275 18.8908 -0.458
C 12.6049 22.8533 20.3860 -0.027
C 10.8819 22.6871 18.5932 -0.022
N 12.6445 20.9551 18.5423 -0.095
O 11.8469 20.1574 19.3780 -0.033
H 13.5228 19.0688 17.0021 0.060
H 14.9953 18.6721 17.9360 0.070
H 13.3485 18.4769 18.6279 0.077
H 14.8206 21.5152 20.2369 0.045
H 14.1133 19.9301 20.6084 0.083
H 15.6872 20.0588 19.8388 0.101
H 15.9213 21.0774 17.8305 0.123
H 14.7422 21.2429 16.6135 0.109
H 15.2460 22.9808 19.0917 0.103
H 15.2927 23.6122 17.4303 0.120
H 12.9158 23.2656 17.0434 0.119
H 13.0428 24.3195 18.3034 0.130
H 13.6277 23.0896 20.6361 0.063
H 12.1271 22.1801 21.1012 0.082
H 12.0037 23.7655 20.5101 0.087
H 10.5687 22.3682 17.5939 0.074
H 10.6793 23.7574 18.5172 0.082
H 10.2434 22.2130 19.3161 0.076
H 12.2091 20.0499 20.2777 0.095
C 12.4901 20.8633 14.3194 -0.027
C 11.5678 19.6572 14.2248 -0.505
C 10.1986 20.1725 13.7446 -0.017
C 12.1867 18.6409 13.2682 -0.124
C 11.4255 17.3195 13.3147 -0.174
C 11.3326 16.7018 14.6976 -0.129
C 10.7894 17.7486 15.7454 -0.479
C 9.3084 17.7202 15.4757 -0.055
C 10.9669 17.2412 17.2213 -0.015
N 11.5351 19.0507 15.5782 -0.058
O 10.8212 19.9047 16.4630 -0.064
H 13.4498 20.6058 14.7558 0.056
H 12.6744 21.2265 13.3113 0.087
H 12.0669 21.6798 14.9216 0.086
H 9.7864 20.7819 14.5089 0.070
H 10.3675 20.9707 13.0243 0.076
H 9.5324 19.4448 13.3099 0.070
H 12.1090 19.0044 12.2409 0.112
H 13.2576 18.5512 13.4857 0.093
H 10.4099 17.5604 12.9677 0.100
H 11.9268 16.6967 12.5875 0.103
H 12.3185 16.2853 14.9936 0.107
H 10.5905 15.8869 14.7804 0.111
H 9.1035 17.7307 14.4191 0.056
H 8.8467 18.5539 16.0136 0.095
H 8.9322 16.7547 15.8620 0.095
H 12.0549 17.3454 17.4173 0.063
H 10.6074 16.2152 17.3266 0.081
H 10.4708 17.9092 17.9185 0.075
H 11.5294 20.4247 16.8931 0.061
C 12.6767 9.0461 14.2537 -0.050
C 12.9513 10.2249 13.2978 -0.506
C 13.8769 9.6722 12.1632 -0.030
C 11.5873 10.6419 12.7965 -0.134
C 10.8098 11.3283 13.9494 -0.171
C 11.5453 12.5034 14.5277 -0.122
C 13.0179 12.1280 14.9487 -0.499
C 13.8276 13.3405 15.3795 -0.044
C 12.8566 11.2761 16.2340 -0.030
N 13.6587 11.4279 13.8383 -0.062
O 14.9805 11.0352 14.2376 -0.049
H 11.8639 9.0391 14.9872 0.072
H 12.5097 8.1687 13.6482 0.078
H 13.5788 8.8706 14.8608 0.090
H 14.7457 9.2354 12.7074 0.086
H 13.4244 8.8603 11.5648 0.088
H 14.1939 10.4961 11.5145 0.076
H 11.6050 11.2603 11.9070 0.118
H 11.2259 9.6673 12.4931 0.114
H 9.9323 11.6590 13.3977 0.109
H 10.5022 10.6129 14.6883 0.092
H 11.0591 12.9116 15.4262 0.124
H 11.6356 13.3412 13.8439 0.110
H 13.3070 14.0024 16.0558 0.079
H 14.1232 13.9121 14.4858 0.074
H 14.7832 13.0597 15.8098 0.062
H 13.7634 10.6863 16.3812 0.085
H 12.0154 10.5861 16.1877 0.057
H 12.6586 12.0016 17.0286 0.088
H 15.5236 11.4032 13.5235 0.058
C 18.6394 14.9375 16.4137 -0.027
C 19.0526 15.2934 17.8504 -0.464
C 20.4732 14.7040 18.0817 -0.015
C 19.0488 16.8214 17.9883 -0.131
C 17.6411 17.3993 18.0668 -0.178
C 16.8778 16.6719 19.1577 -0.123
C 16.7837 15.1262 18.9321 -0.543
C 16.2197 14.4751 20.1958 -0.040
C 15.8119 14.8019 17.7936 -0.030
N 18.1457 14.6946 18.9108 -0.067
O 18.2185 13.2673 18.7255 -0.042
H 19.4006 15.2926 15.7163 0.068
H 18.6163 13.8673 16.2305 0.080
H 17.6969 15.3736 16.0991 0.051
H 20.3807 13.6515 17.7797 0.080
H 21.2692 15.2270 17.5405 0.074
H 20.6699 14.8024 19.1293 0.079
H 19.6954 17.1906 18.7858 0.124
H 19.5907 17.1466 17.0802 0.103
H 17.6413 18.4852 18.2639 0.111
H 17.1519 17.2388 17.0797 0.097
H 15.8467 17.0110 19.2063 0.099
H 17.3523 16.7587 20.1398 0.127
H 15.2426 14.8632 20.4454 0.080
H 16.8587 14.5412 21.0905 0.095
H 16.2394 13.3954 20.0067 0.083
H 15.9057 15.4048 16.8663 0.076
H 14.8057 14.9498 18.1690 0.083
H 15.8637 13.7190 17.5727 0.081
H 17.8828 13.0869 17.8281 0.076
C 24.9641 13.1690 15.5509 -0.036
C 23.6053 13.0507 14.8944 -0.496
C 22.8029 12.0796 15.7670 -0.034
C 22.7567 14.3549 14.8272 -0.144
C 21.5478 14.2219 14.0097 -0.208
C 21.8522 13.8726 12.5513 -0.104
C 22.6575 12.5249 12.5290 -0.499
C 21.7274 11.3107 12.8044 -0.028
C 23.3234 12.3210 11.1704 -0.039
N 23.8015 12.6534 13.4713 -0.083
O 24.4327 11.3779 13.4995 -0.038
H 25.7260 13.7255 14.9568 0.103
H 24.7294 13.6794 16.4619 0.071
H 25.3273 12.1804 15.8552 0.087
H 21.7447 12.0826 15.5640 0.053
H 23.1183 11.0505 15.6832 0.084
H 23.0590 12.3794 16.7829 0.088
H 22.5033 14.6935 15.8185 0.098
H 23.3930 15.1317 14.4615 0.113
H 20.8663 13.4420 14.3933 0.099
H 20.9516 15.1370 14.1362 0.093
H 22.5195 14.6233 12.1078 0.122
H 20.9544 13.8780 11.9337 0.108
H 21.2106 11.3367 13.7735 0.066
H 22.3092 10.3873 12.6924 0.084
H 21.0504 11.3136 11.9388 0.076
H 23.6040 11.2882 11.0576 0.073
H 24.1543 13.0286 11.0721 0.095
H 22.5505 12.5773 10.4427 0.085
H 25.2569 11.5244 13.0351 0.103
C 20.5854 18.1997 11.9442 -0.027
C 20.4251 19.6185 12.5078 -0.507
C 20.0647 20.5364 11.3492 -0.042
C 19.2695 19.6575 13.5251 -0.129
C 19.6799 18.9889 14.8179 -0.190
C 20.8812 19.6538 15.4852 -0.110
C 22.0826 19.7593 14.5015 -0.512
C 23.2007 20.6834 14.9552 -0.040
C 22.7451 18.3538 14.3942 -0.033
N 21.6025 20.2266 13.2102 -0.080
O 22.6811 20.0414 12.3458 -0.045
H 19.7756 17.9894 11.2310 0.078
H 21.5839 18.1743 11.4773 0.093
H 20.5271 17.4747 12.7684 0.048
H 19.9706 21.5668 11.6818 0.083
H 20.8877 20.4554 10.6428 0.075
H 19.1252 20.3008 10.8065 0.100
H 19.0039 20.7082 13.6623 0.125
H 18.4305 19.1125 13.1014 0.111
H 18.8604 19.0388 15.5230 0.091
H 19.8318 17.9109 14.6308 0.094
H 21.2387 19.1355 16.3892 0.115
H 20.5919 20.6728 15.7817 0.124
H 24.0432 20.5053 14.3020 0.065
H 23.4743 20.3305 15.9641 0.094
H 23.0607 21.7837 14.8764 0.097
H 23.7521 18.3806 13.9896 0.080
H 22.1107 17.5941 13.9400 0.056
H 22.9947 17.9702 15.3846 0.081
H 22.8221 20.8817 11.9143 0.108
C 13.2173 13.8720 7.1998 -0.088
O 14.3932 14.6497 7.4596 -0.208
C 15.3876 13.8731 8.1077 -0.220
C 16.7091 14.6533 8.1494 -0.422
C 17.8041 13.8523 8.7619 -0.062
N 16.5083 15.8938 8.9017 0.059
H 12.9095 13.4199 8.1277 0.075
H 13.4965 13.0931 6.4813 0.087
H 12.4566 14.5510 6.8023 0.092
H 15.0463 13.5776 9.1025 0.117
H 15.4441 12.9221 7.5534 0.123
H 16.9056 14.9084 7.1085 0.142
H 18.2195 13.0149 8.2500 0.068
H 17.4277 13.4475 9.6915 0.053
H 18.6612 14.5349 8.9916 0.096
H 16.3330 15.7120 9.9079 0.060
H 15.6945 16.3883 8.5903 0.037
C 13.9014 18.1661 9.3446 -0.125
O 13.1536 19.2471 9.7969 -0.193
C 12.1372 19.5583 8.8697 -0.228
C 11.5080 20.8779 9.2525 -0.455
C 10.4100 21.1773 8.2431 -0.059
N 12.5550 21.8822 9.1743 0.037
H 13.3242 17.2313 9.4748 0.097
H 14.8253 18.0054 9.9098 0.079
H 14.1283 18.3476 8.2953 0.091
H 12.5412 19.6525 7.8422 0.133
H 11.4024 18.7495 8.8449 0.131
H 11.1689 20.9127 10.2894 0.126
H 9.5091 20.6276 8.6115 0.092
H 10.6737 20.8703 7.2421 0.074
H 10.1548 22.2395 8.2860 0.075
H 13.3466 21.6878 9.7566 0.063
H 12.1766 22.8032 9.3649 0.071
C 15.6695 18.7128 14.8111 -0.064
O 16.3708 17.5085 14.3686 -0.197
C 15.6617 16.7946 13.4412 -0.258
C 16.4315 15.4880 13.2147 -0.388
C 17.9014 15.8212 12.8997 -0.037
N 15.8442 14.7876 12.0353 0.062
H 15.6556 19.4231 13.9828 0.094
H 16.3270 19.1934 15.5529 0.077
H 14.7130 18.5434 15.3143 0.066
H 14.6741 16.5628 13.8384 0.110
H 15.4910 17.3308 12.5176 0.122
H 16.3111 14.9618 14.1996 0.128
H 18.4868 14.9255 12.6553 0.076
H 18.3928 16.3056 13.7291 0.042
H 17.8422 16.5518 12.0937 0.079
H 14.8464 14.6457 12.1458 0.069
H 16.2091 13.8313 12.0570 0.034
C 18.1547 11.4933 12.8751 -0.104
O 16.9904 12.0261 12.2106 -0.155
H 19.0891 11.9897 12.5681 0.053
H 18.1085 11.5046 13.9697 0.089
H 18.2485 10.4436 12.5863 0.091
H 16.8511 11.4146 11.4804 0.087
C 19.4666 18.3517 7.8771 -0.137
O 18.0509 18.5823 7.9854 -0.150
H 19.6970 17.3850 7.4205 0.077
H 19.8317 19.1755 7.2891 0.068
H 19.8635 18.4618 8.8984 0.053
H 17.5756 17.7849 8.2104 0.010
```

Its LUMO energy is 0.2317 eV. For the HOMO-LUMO gap, the calculation gives 8.63 eV. The SMILES is CC1(C)CCCC(C)(C)N1O.CC1(C)CCCC(C)(C)N1O.CC1(C)CCCC(C)(C)N1O.CC1(C)CCCC(C)(C)N1O.CC1(C)CCCC(C)(C)N1O.CC1(C)CCCC(C)(C)N1O.COC[C@H](C)N.COC[C@H](C)N.COC[C@H](C)N.CO.CO. For the HOMO energy, the calculation gives -8.40 eV. For the max |F|, the calculation gives 2.999 eV/A.

Record 2
Here is an isolated molecule of C15H15N3O3S from the Open Molecules 2025 dataset. Energies are from wB97M-V/def2-TZVPD.

The geometry in XYZ format:
```
37
Properties=species:S:1:pos:R:3:lowdin_charge:R:1
C 1.8036 3.8232 -1.1074 -0.074
O 1.3389 3.1165 0.0191 -0.074
C 1.5149 1.7738 0.0724 -0.223
C 2.1280 1.0195 -0.9243 0.005
C 2.2372 -0.3544 -0.7859 -0.051
C 1.7556 -0.9619 0.3523 -0.287
S 1.7373 -2.7435 0.4326 0.671
O 2.9231 -3.3010 -0.1446 -0.287
O 1.3403 -3.1636 1.7407 -0.281
N 0.5077 -3.1116 -0.6703 -0.051
C -0.6312 -2.3075 -0.6735 -0.311
C -1.1282 -1.7891 -1.8874 -0.028
C -2.2161 -0.9543 -1.9232 -0.021
C -2.8259 -0.6088 -0.7152 -0.164
C -3.9101 0.2106 -0.3063 -0.102
N -4.0562 0.1769 0.9926 0.037
N -3.1084 -0.6387 1.4801 0.031
C -2.3268 -1.1499 0.4966 -0.193
C -1.2356 -2.0090 0.5332 0.028
C 1.1640 -0.2217 1.3600 -0.022
C 1.0300 1.1476 1.2376 -0.178
C 0.3697 1.9742 2.2936 -0.024
H 2.8872 3.7264 -1.2239 0.098
H 1.5538 4.8664 -0.9207 0.096
H 1.3056 3.4910 -2.0233 0.098
H 2.5142 1.4894 -1.8142 0.106
H 2.7065 -0.9542 -1.5495 0.119
H 0.8913 -3.3164 -1.5805 0.114
H -0.6282 -2.0658 -2.8047 0.109
H -2.5871 -0.5639 -2.8584 0.113
H -4.5642 0.8051 -0.9121 0.105
H -3.0573 -0.8143 2.4695 0.157
H -0.8578 -2.4321 1.4479 0.109
H 0.8196 -0.7349 2.2432 0.119
H -0.5563 2.3978 1.9071 0.090
H 0.1478 1.3731 3.1701 0.081
H 1.0129 2.8049 2.5768 0.086
```

Its LUMO energy is 0.5489 eV. For the HOMO-LUMO gap, the calculation gives 8.96 eV. The SMILES is COc1ccc(S(=O)(=O)Nc2ccc3cn[nH]c3c2)cc1C. For the HOMO energy, the calculation gives -8.42 eV. For the max |F|, the calculation gives 1.000 eV/A.

Record 3
Here is the ion C6H12NO with charge -1 in a non-equilibrium geometry from the Open Molecules 2025 dataset. Energies are from wB97M-V/def2-TZVPD.

The geometry in XYZ format:
```
20
Properties=species:S:1:pos:R:3:lowdin_charge:R:1
C -1.9998 1.0338 -0.2539 -0.333
O -1.9079 0.1647 -1.3488 -0.124
C -1.3799 0.4406 0.9975 -0.219
C -1.0070 -1.1837 0.9277 -0.223
C 0.4339 -1.4030 0.5073 -0.237
N 2.9254 0.7816 -1.2740 -0.098
C 2.3418 -0.4017 -0.8056 -0.347
C 1.1154 -0.3739 -0.1444 -0.247
H -3.1308 1.2013 0.1174 0.132
H -1.5028 2.0123 -0.5993 0.114
H -0.5457 1.0789 1.4335 0.099
H -2.0151 0.6139 1.8914 0.073
H -1.2356 -1.6225 1.8746 0.064
H -1.5832 -1.6165 0.1749 0.040
H 0.9777 -2.1930 0.8957 0.015
H -1.0858 -0.3734 -1.3465 0.078
H 3.8653 0.7716 -0.8777 0.029
H 2.4260 1.6350 -0.8558 0.075
H 2.7704 -1.2417 -1.0296 -0.001
H 0.5378 0.6756 -0.2843 0.109
```

Its LUMO energy is 4.0121 eV. For the HOMO-LUMO gap, the calculation gives 4.30 eV. As for the total charge: -1. For the HOMO energy, the calculation gives -0.29 eV. For the max |F|, the calculation gives 6.642 eV/A.

Record 4
Here is a cluster of 3 separate species, C2H7NO4 in total in a non-equilibrium geometry from the Open Molecules 2025 dataset. Energies are from wB97M-V/def2-TZVPD.

The geometry in XYZ format:
```
14
Properties=species:S:1:pos:R:3:lowdin_charge:R:1
O -0.1756 -1.6477 2.9158 0.058
C 0.2219 -0.7574 2.2112 -0.301
N -0.4612 0.4432 2.0901 0.093
C -0.1422 1.4253 1.1588 -0.301
O 0.7420 1.2962 0.3650 0.059
H 1.1740 -0.8438 1.6825 0.142
H -1.1937 0.5665 2.7694 0.144
H -0.8190 2.2830 1.3106 0.138
O -1.6776 -1.0655 -2.6568 -0.061
H -1.7497 -1.4385 -3.5425 0.034
H -1.7572 -1.8408 -2.0914 0.030
O 1.8070 0.2515 -2.3268 -0.074
H 1.3153 0.9379 -1.8475 0.009
H 2.7161 0.3901 -2.0384 0.029
```

Its LUMO energy is 0.5672 eV. For the HOMO-LUMO gap, the calculation gives 11.09 eV. The SMILES is O=CNC=O.O.O. For the HOMO energy, the calculation gives -10.52 eV. For the max |F|, the calculation gives 1.442 eV/A.

Record 5
Here is a cluster of 2 separate species, C32H27F2N2 in total in a non-equilibrium geometry from the Open Molecules 2025 dataset. Energies are from wB97M-V/def2-TZVPD.

The geometry in XYZ format:
```
63
Properties=species:S:1:pos:R:3:lowdin_charge:R:1
F 1.2847 -5.0263 -3.5393 0.092
C 0.3526 -4.2201 -2.9433 -0.193
C -0.1013 -3.0991 -3.6374 0.036
C -1.0288 -2.2830 -3.0143 0.024
C -1.5366 -2.5576 -1.7028 -0.173
C -2.4835 -1.6380 -1.1760 0.117
C -3.2556 -1.6321 0.0165 -0.173
C -4.2107 -0.5735 0.1573 0.029
C -5.0316 -0.4556 1.2654 0.039
C -4.9070 -1.4125 2.2736 -0.190
F -5.7126 -1.3096 3.3759 0.096
C -4.0037 -2.4701 2.1992 0.039
C -3.1805 -2.5753 1.0835 0.033
C -1.0437 -3.7296 -1.0570 0.032
C -0.1038 -4.5522 -1.6690 0.038
H 0.2641 -2.8762 -4.6353 0.138
H -1.3996 -1.3930 -3.5288 0.128
H -2.7144 -0.8126 -1.8505 0.125
H -4.2882 0.1551 -0.6530 0.134
H -5.7522 0.3516 1.3482 0.140
H -3.9474 -3.2002 3.0034 0.138
H -2.4730 -3.3965 1.0457 0.096
H -1.3946 -4.0026 -0.0681 0.096
H 0.2685 -5.4415 -1.1675 0.137
N -4.3961 4.9739 1.6919 0.144
C -3.3595 4.4311 1.7535 -0.189
C -2.0929 3.7588 1.8461 -0.247
C -0.9736 4.2512 1.1553 -0.020
C 0.2298 3.5681 1.2018 -0.020
C 0.3488 2.3704 1.9513 -0.230
C 1.5095 1.5160 1.8754 -0.017
C 2.1392 1.2007 0.6800 -0.195
N 3.1939 0.3600 0.7020 -0.087
C 3.6389 -0.2136 1.9511 -0.163
C 4.7802 -1.1731 1.5857 -0.147
C 4.9213 -1.1373 0.0577 -0.143
C 3.8194 -0.1984 -0.4784 -0.143
C 1.6477 1.6380 -0.6631 -0.186
C 0.3579 1.2512 -1.0497 -0.039
C -0.1386 1.6002 -2.3022 -0.088
C 0.6448 2.3554 -3.1851 -0.074
C 1.9368 2.7446 -2.8015 -0.061
C 2.4495 2.3685 -1.5570 -0.035
C -0.7362 1.9863 2.7719 -0.033
C -1.9609 2.6188 2.6550 -0.044
H -1.0755 5.1644 0.5619 0.126
H 1.0860 3.9242 0.6237 0.123
H 1.8681 1.0905 2.8178 0.097
H 3.9782 0.5856 2.6283 0.129
H 2.8175 -0.7467 2.4574 0.120
H 5.6911 -0.8284 2.0832 0.110
H 4.5490 -2.1844 1.9385 0.108
H 5.8933 -0.7269 -0.2355 0.110
H 4.8201 -2.1380 -0.3771 0.106
H 3.0974 -0.7466 -1.1100 0.122
H 4.2403 0.6010 -1.1065 0.106
H -0.2350 0.6446 -0.3617 0.116
H -1.1386 1.2740 -2.5905 0.089
H 0.2587 2.6176 -4.1728 0.107
H 2.5563 3.3370 -3.4799 0.112
H 3.4734 2.6371 -1.2736 0.126
H -0.6063 1.1268 3.4335 0.115
H -2.8352 2.2483 3.1954 0.116
```

Its LUMO energy is -6.1193 eV. For the HOMO-LUMO gap, the calculation gives 3.35 eV. As for the total charge: +1. For the HOMO energy, the calculation gives -9.46 eV. For the max |F|, the calculation gives 2.517 eV/A.

Number 1 is which compound? C68H155N9O11